# 1
{"formula": "C15H19Cl3N2O2", "method": "ωB97M-V with the def2-TZVPD basis set", "symbols": ["C", "C", "C", "C", "C", "C", "C", "C", "O", "N", "H", "C", "N", "H", "C", "C", "C", "H", "C", "H", "C", "H", "O", "H", "H", "H", "H", "H", "H", "C", "Cl", "Cl", "Cl", "H", "H", "H", "H", "H", "H", "H", "H"], "positions_angstrom": [[3.37, 2.53, -1.27], [3.47, 1.32, -0.46], [4.64, 0.99, 0.13], [4.55, -0.23, 0.97], [3.35, -1.07, 1.09], [2.09, -0.56, 0.70], [2.04, 0.51, -0.03], [0.83, 1.06, -0.96], [0.65, 1.24, -2.12], [-0.14, 1.12, 0.04], [-0.05, 1.32, 1.06], [-1.58, 1.77, -0.46], [-2.58, 0.71, -0.08], [-2.58, 0.80, 1.07], [-2.89, -0.33, -0.85], [-1.98, -1.52, -0.35], [-1.86, -2.11, 1.04], [-1.05, -1.66, 1.61], [-1.85, -3.37, 0.81], [-2.47, -3.90, 1.84], [-2.80, -3.64, -0.51], [-2.70, -4.49, -0.77], [-2.30, -2.49, -1.21], [-3.90, -3.47, -0.05], [-0.96, -3.72, 0.50], [-2.70, -1.56, 1.49], [-0.89, -1.38, -0.82], [-2.83, 0.10, -1.81], [-3.97, -0.67, -0.35], [-1.61, 3.06, 0.27], [-0.30, 4.25, -0.38], [-1.67, 3.02, 1.85], [-3.15, 3.83, -0.32], [-1.46, 1.60, -1.48], [1.20, -1.09, 0.82], [3.37, -1.56, 1.92], [5.45, -0.51, 1.28], [5.40, 1.46, 0.24], [2.85, 2.33, -2.29], [2.61, 3.46, -0.82], [4.41, 2.82, -1.35]], "molar_mass_g_mol": 365.69, "total_energy_ev": -60492.7596, "homo_ev": -8.0, "e_above_lowest_ev": 13.659, "largest_force_ev_per_a": 15.91, "spin_multiplicity": 1}

***

# 2
{"formula": "C8H8Br4F12O12S4Ti", "method": "ωB97M-V with the def2-TZVPD basis set", "symbols": ["Ti", "C", "F", "F", "F", "S", "O", "O", "O", "C", "F", "F", "F", "S", "O", "O", "O", "C", "F", "F", "F", "S", "O", "O", "O", "C", "F", "F", "F", "S", "O", "O", "O", "Br", "C", "C", "Br", "H", "H", "H", "H", "Br", "C", "C", "Br", "H", "H", "H", "H"], "positions_angstrom": [[0.17, -0.27, -0.01], [3.50, -1.85, 2.40], [4.32, -2.65, 3.07], [3.64, -0.62, 2.90], [3.89, -1.86, 1.10], [1.66, -2.29, 2.52], [1.14, -2.01, 1.18], [1.64, -3.71, 2.90], [1.13, -1.47, 3.57], [-1.35, 3.62, -0.49], [-0.80, 2.38, -0.59], [-1.17, 4.26, -1.64], [-2.67, 3.40, -0.32], [-0.47, 4.62, 0.93], [0.54, 3.67, 1.42], [0.21, 5.72, 0.25], [-1.46, 4.95, 1.96], [-3.72, -0.16, 2.49], [-4.23, 0.32, 1.34], [-4.55, 0.14, 3.49], [-3.65, -1.49, 2.41], [-2.00, 0.65, 2.83], [-1.22, 0.38, 1.60], [-2.27, 2.03, 3.11], [-1.45, -0.05, 3.97], [4.14, 1.33, -2.04], [5.37, 1.90, -1.89], [3.68, 1.81, -3.20], [4.22, 0.01, -2.08], [3.03, 1.97, -0.63], [2.52, 3.29, -1.01], [2.07, 0.87, -0.57], [3.90, 2.18, 0.51], [-1.12, 2.67, -4.36], [-0.98, 0.96, -5.26], [0.25, 0.17, -4.80], [-0.05, -0.28, -2.79], [-0.97, 1.07, -6.35], [-1.90, 0.43, -5.01], [1.18, 0.73, -4.81], [0.38, -0.79, -5.29], [-1.99, -2.29, -0.01], [-2.18, -3.81, 1.21], [-1.88, -5.18, 0.58], [-2.33, -6.64, 1.77], [-3.20, -3.90, 1.57], [-1.59, -3.68, 2.11], [-0.85, -5.32, 0.26], [-2.51, -5.18, -0.31]], "total_charge": -3, "molar_mass_g_mol": 1019.87, "total_energy_ev": -412232.4143, "homo_ev": [1.8, -0.8], "e_above_lowest_ev": 0.000, "largest_force_ev_per_a": 3.62, "spin_multiplicity": 4}

***

# 3
{"formula": "C9H10N2O5", "method": "ωB97M-V with the def2-TZVPD basis set", "symbols": ["O", "C", "O", "O", "C", "O", "C", "C", "C", "C", "N", "N", "C", "O", "C", "C", "H", "H", "H", "H", "H", "H", "H", "H", "H", "H"], "positions_angstrom": [[1.76, 2.56, -0.99], [1.25, 1.65, -1.63], [0.49, 1.84, -2.77], [1.38, 0.36, -1.37], [2.21, -0.08, -0.39], [3.42, 0.06, -0.32], [1.49, -0.91, 0.69], [0.91, -0.07, 1.87], [-0.28, 0.89, 1.51], [-1.19, 0.21, 0.61], [-2.40, 0.71, 0.35], [-2.91, -0.16, -0.64], [-2.06, -1.26, -0.90], [-2.12, -2.17, -1.75], [-0.95, -0.98, -0.06], [0.41, -1.77, 0.07], [0.21, 0.97, -3.04], [2.33, -1.46, 1.19], [1.68, 0.48, 2.35], [0.41, -0.89, 2.49], [-0.73, 1.16, 2.47], [0.05, 1.89, 1.05], [-2.45, 1.75, 0.38], [-3.86, -0.06, -0.98], [0.27, -2.59, 0.81], [0.67, -2.11, -1.01]], "smiles": "O=C(O)OC(=O)[C@H]1CCc2[nH][nH]c(=O)c2C1", "molar_mass_g_mol": 226.19, "total_energy_ev": -22711.9550, "homo_ev": -8.7, "e_above_lowest_ev": 0.000, "largest_force_ev_per_a": 4.63, "spin_multiplicity": 1}

***

# 4
{"formula": "C4H9N2O2", "method": "ωB97M-V with the def2-TZVPD basis set", "symbols": ["C", "C", "C", "C", "N", "N", "O", "O", "H", "H", "H", "H", "H", "H", "H", "H", "H"], "positions_angstrom": [[0.74, 0.63, 0.81], [-0.55, -0.08, -0.96], [0.52, 0.76, -1.57], [-0.90, -1.02, 1.24], [-0.31, -0.04, 0.47], [1.14, 1.58, -0.61], [1.33, 0.96, 1.96], [2.52, 1.53, -0.81], [-1.46, 0.39, -1.11], [-0.59, -1.07, -1.41], [1.35, 0.03, -1.89], [0.20, 1.36, -2.46], [-1.97, -1.05, 1.28], [-0.79, -1.99, 0.65], [-0.31, -1.08, 2.24], [1.04, 0.78, 2.92], [2.97, 2.40, -0.68]], "total_charge": 1, "molar_mass_g_mol": 117.13, "total_energy_ev": -11354.6308, "homo_ev": [-10.3, -14.7], "e_above_lowest_ev": 3.264, "largest_force_ev_per_a": 5.26, "spin_multiplicity": 3}

***

# 5
{"formula": "C4H5Cl2P", "method": "ωB97M-V with the def2-TZVPD basis set", "symbols": ["C", "C", "C", "C", "P", "Cl", "Cl", "H", "H", "H", "H", "H"], "positions_angstrom": [[1.73, -0.52, -0.02], [-0.68, -0.56, -0.31], [-0.85, 0.94, -0.69], [0.52, -0.77, 0.67], [0.56, 1.97, -1.11], [3.02, 0.17, 0.87], [0.26, 0.21, 2.16], [-1.59, -0.82, 0.06], [-0.26, -1.05, -1.22], [-1.65, 0.97, -1.48], [-1.34, 1.39, 0.17], [0.28, -1.93, 0.92]], "molar_mass_g_mol": 154.96, "total_energy_ev": -38556.6375, "homo_ev": [-8.1, -8.3], "e_above_lowest_ev": 5.539, "largest_force_ev_per_a": 5.51, "spin_multiplicity": 1}

***

# 6
{"formula": "C33H35N15O6PSc", "method": "ωB97M-V with the def2-TZVPD basis set", "symbols": ["Sc", "N", "C", "C", "C", "N", "C", "C", "N", "C", "H", "H", "H", "H", "H", "H", "H", "H", "H", "H", "H", "H", "H", "H", "H", "H", "N", "C", "N", "N", "N", "N", "C", "N", "N", "N", "N", "H", "N", "P", "C", "C", "C", "C", "C", "C", "C", "C", "C", "C", "C", "C", "C", "C", "C", "C", "C", "C", "H", "H", "H", "H", "H", "H", "H", "H", "H", "H", "H", "H", "H", "H", "H", "O", "C", "O", "C", "C", "C", "C", "C", "C", "N", "O", "O", "N", "O", "O", "H", "H", "H"], "positions_angstrom": [[-0.95, -0.48, 0.34], [-0.46, 2.66, -1.02], [-1.63, 2.64, -0.08], [-1.53, 3.63, 1.06], [-2.44, 3.15, 2.20], [-1.91, 1.92, 2.80], [-3.84, 2.84, 1.68], [-3.88, 1.93, 0.43], [-3.41, 0.53, 0.70], [-3.02, 2.60, -0.67], [0.38, 2.36, -0.48], [-0.30, 3.55, -1.49], [-0.57, 1.92, -1.73], [-1.47, 1.69, 0.37], [-1.86, 4.62, 0.73], [-0.50, 3.72, 1.43], [-2.49, 3.97, 2.92], [-2.27, 1.81, 3.74], [-0.90, 1.87, 2.81], [-4.34, 3.77, 1.39], [-4.44, 2.40, 2.48], [-4.92, 1.90, 0.09], [-3.87, -0.11, 0.07], [-3.67, 0.27, 1.64], [-3.41, 3.61, -0.87], [-3.06, 2.03, -1.59], [1.94, -3.48, -0.41], [0.86, -3.36, 0.45], [0.44, -4.28, 1.30], [-0.62, -3.72, 1.92], [-0.81, -2.53, 1.44], [0.10, -2.29, 0.50], [2.33, -2.47, -1.26], [3.01, -2.65, -2.32], [2.55, -0.32, -2.14], [1.33, 0.51, -2.26], [0.68, -0.51, -1.36], [2.29, -4.41, -0.60], [0.33, 0.83, 1.15], [1.71, 0.17, 1.60], [2.77, 1.39, 2.46], [2.51, 2.74, 2.23], [3.27, 3.73, 2.84], [4.32, 3.37, 3.68], [4.58, 2.03, 3.92], [3.81, 1.05, 3.32], [1.51, -1.04, 2.96], [2.31, -2.17, 3.03], [2.22, -3.02, 4.13], [1.33, -2.75, 5.15], [0.52, -1.61, 5.09], [0.62, -0.77, 4.00], [2.65, -0.51, 0.32], [4.06, -0.34, 0.18], [4.74, -0.35, -1.00], [4.00, -0.25, -2.27], [3.20, -1.38, -2.95], [2.02, -1.00, -0.93], [1.69, 3.00, 1.58], [3.05, 4.77, 2.66], [4.92, 4.14, 4.16], [5.39, 1.75, 4.58], [4.02, 0.00, 3.53], [3.00, -2.38, 2.22], [2.84, -3.91, 4.17], [1.26, -3.42, 6.00], [-0.18, -1.40, 5.88], [-0.01, 0.11, 3.94], [4.65, -0.17, 1.07], [5.81, -0.22, -1.03], [4.33, 0.50, -2.98], [3.08, -1.32, -4.02], [0.30, -1.24, -1.96], [-2.28, -1.70, -0.97], [-2.19, -0.89, -1.93], [-1.78, 0.29, -1.74], [-2.51, -1.35, -3.32], [-2.61, -2.70, -3.60], [-2.87, -3.09, -4.90], [-3.05, -2.19, -5.93], [-2.94, -0.85, -5.60], [-2.67, -0.41, -4.33], [-3.13, 0.16, -6.69], [-3.10, 1.33, -6.36], [-3.36, -0.26, -7.80], [-2.98, -4.54, -5.21], [-2.86, -5.31, -4.29], [-3.31, -4.83, -6.34], [-2.50, -3.44, -2.81], [-3.26, -2.51, -6.93], [-2.57, 0.65, -4.13]], "molar_mass_g_mol": 813.67, "total_energy_ev": -99407.8678, "homo_ev": -6.4, "e_above_lowest_ev": 7.315, "largest_force_ev_per_a": 1.21, "spin_multiplicity": 1}

***

# 7
{"formula": "C3H2FLiO3Sn", "method": "ωB97M-V with the def2-TZVPD basis set", "symbols": ["O", "C", "C", "O", "O", "C", "Li", "F", "H", "H", "Sn"], "positions_angstrom": [[0.39, -1.56, -0.91], [1.28, -0.99, -0.39], [-0.80, 1.23, -0.37], [0.24, 0.95, 0.32], [2.39, -0.63, -0.22], [-2.06, 0.72, -0.29], [-1.48, -1.33, -1.40], [-0.51, 2.00, -1.44], [-2.84, 1.12, -0.94], [-2.32, 0.13, 0.59], [1.94, 2.04, 0.83]], "total_charge": 1, "molar_mass_g_mol": 230.70, "total_energy_ev": -18033.4669, "homo_ev": [-10.4, -13.6], "e_above_lowest_ev": 0.000, "largest_force_ev_per_a": 3.14, "spin_multiplicity": 2}

***

# 8
{"formula": "C5H4N4O3S", "method": "ωB97M-V with the def2-TZVPD basis set", "symbols": ["O", "C", "N", "C", "O", "N", "C", "O", "H", "H", "C", "C", "S", "N", "N", "H", "H"], "positions_angstrom": [[-3.24, -1.74, 0.09], [-2.57, -0.76, -0.05], [-2.88, 0.58, 0.06], [-1.81, 1.24, 0.04], [-1.59, 2.40, 0.53], [-0.58, 0.53, -0.29], [-1.01, -0.69, -0.34], [-0.28, -1.76, -0.54], [-0.58, 2.46, 0.65], [0.58, -1.50, -0.82], [2.08, -0.41, 0.85], [2.22, -0.76, -0.46], [1.93, 0.61, -1.50], [1.37, 1.49, -0.10], [1.62, 0.86, 0.89], [2.24, -0.85, 1.82], [2.50, -1.70, -0.82]], "smiles": "O=C1N=C(O)N=C1O.c1csnn1", "molar_mass_g_mol": 200.18, "total_energy_ev": -28184.4948, "homo_ev": -9.9, "e_above_lowest_ev": 2.159, "largest_force_ev_per_a": 5.07, "spin_multiplicity": 1}